Density functional theory data (ωB97M-V/def2-TZVPD) for C48H42N3O4PScSiTe as an isolated structure.

Element x y z (Å)
Sc (1.6506, 0.4825, -0.4977)
C (-4.7210, -2.7712, -0.4690)
C (-4.2802, -3.8856, 0.2303)
C (-2.9753, -3.9332, 0.7003)
C (-2.1285, -2.8537, 0.4944)
C (-2.5573, -1.7328, -0.2137)
C (-3.8562, -1.7056, -0.6953)
N (-0.7883, -2.9847, 0.9930)
N (-0.2120, -1.9003, 1.1411)
C (1.1358, -1.9903, 1.6072)
C (1.4539, -2.9191, 2.5946)
C (2.7288, -2.9235, 3.1391)
C (3.6722, -2.0275, 2.6587)
C (3.3349, -1.1382, 1.6436)
C (2.0483, -1.0515, 1.0916)
H (-5.7340, -2.7379, -0.8511)
H (-4.9475, -4.7219, 0.3983)
H (-2.5955, -4.7981, 1.2299)
H (-1.8613, -0.9191, -0.3869)
H (-4.1950, -0.8477, -1.2645)
H (0.6917, -3.6060, 2.9411)
H (2.9812, -3.6211, 3.9293)
H (4.6766, -2.0245, 3.0695)
H (4.1140, -0.4716, 1.2822)
O (-0.2066, 0.3013, -0.8686)
C (0.1446, -0.2425, -2.1215)
C (-0.6307, 0.1575, -3.2738)
C (-0.9275, -0.7667, -4.2908)
C (-1.7664, -0.4340, -5.3346)
C (-2.3530, 0.8279, -5.3993)
C (-2.0350, 1.7664, -4.4308)
C (-1.1656, 1.4610, -3.3854)
P (-0.4070, 2.7231, -2.3231)
C (-1.5493, 2.9468, -0.9062)
C (-1.2263, 3.9004, 0.0569)
C (-2.0122, 4.0633, 1.1890)
C (-3.1284, 3.2596, 1.3793)
C (-3.4575, 2.3048, 0.4266)
C (-2.6757, 2.1540, -0.7097)
C (-0.7799, 4.2555, -3.2799)
C (-1.8129, 5.1473, -3.0016)
C (-2.0031, 6.2801, -3.7841)
C (-1.1678, 6.5355, -4.8608)
C (-0.1331, 5.6545, -5.1489)
C (0.0612, 4.5328, -4.3598)
H (-0.5035, -1.7612, -4.2199)
H (-1.9873, -1.1707, -6.0985)
H (-3.0295, 1.0815, -6.2056)
H (-2.4407, 2.7683, -4.5102)
H (-0.3439, 4.5177, -0.0799)
H (-1.7417, 4.8053, 1.9309)
H (-3.7325, 3.3699, 2.2713)
H (-4.3175, 1.6633, 0.5767)
H (-2.9206, 1.3963, -1.4444)
H (-2.4794, 4.9544, -2.1706)
H (-2.8121, 6.9625, -3.5526)
H (-1.3184, 7.4177, -5.4708)
H (0.5278, 5.8478, -5.9849)
H (0.8772, 3.8529, -4.5799)
O (3.8714, 0.6493, -1.1210)
N (3.9137, 1.9107, -1.0686)
O (4.9057, 2.5465, -1.3148)
O (2.8173, 2.4738, -0.7320)
Te (1.4469, 2.5916, 1.9994)
C (0.7337, 1.8621, 3.8452)
C (0.3959, 2.7720, 4.8439)
C (-0.0608, 2.3165, 6.0723)
C (-0.1804, 0.9524, 6.3069)
C (0.1548, 0.0468, 5.3118)
C (0.6086, 0.4985, 4.0789)
C (3.5004, 2.3891, 2.4831)
C (4.4115, 3.1933, 1.8066)
C (5.7688, 3.0777, 2.0727)
C (6.2180, 2.1839, 3.0334)
C (5.3040, 1.4007, 3.7236)
C (3.9472, 1.4959, 3.4485)
H (0.4925, 3.8351, 4.6617)
H (-0.3221, 3.0271, 6.8465)
H (-0.5361, 0.5976, 7.2663)
H (0.0664, -1.0189, 5.4826)
H (0.8712, -0.2126, 3.3065)
H (4.0740, 3.8887, 1.0492)
H (6.4723, 3.6839, 1.5168)
H (7.2770, 2.0940, 3.2401)
H (5.6460, 0.6954, 4.4715)
H (3.2497, 0.8599, 3.9767)
C (4.8103, -2.3081, -3.1770)
Si (3.4399, -3.1889, -2.2396)
C (2.9680, -4.7379, -3.2003)
C (4.1001, -3.7124, -0.5714)
C (1.9902, -2.1059, -2.1164)
C (1.0762, -1.2764, -2.1401)
H (5.6951, -2.9430, -3.2826)
H (5.0964, -1.3975, -2.6463)
H (4.4759, -2.0203, -4.1761)
H (3.8244, -5.4080, -3.3147)
H (2.6027, -4.4813, -4.1974)
H (2.1726, -5.2794, -2.6842)
H (4.8681, -4.4761, -0.7272)
H (3.3250, -4.1247, 0.0774)
H (4.5564, -2.8740, -0.0482)

Cartesian forces (eV/Å) of the 2 atoms listed first:
0.401 -0.008 -0.360
-0.017 -0.002 -0.006

The multiplicity is 1. The calculation puts the total energy at -108277.3852 eV. Its largest force on an atom is 0.54 eV/A. The HOMO-LUMO gap is 0.2001 hartree. The relative energy (zero: lowest compared OMol25 entry of this formula, charge and spin) comes out at 3.343 eV. The total charge is -1.

=====

Density functional theory data (ωB97M-V/def2-TZVPD) for C48H43AgF15GePS2 as an isolated structure in a non-equilibrium geometry.

Element x y z (Å)
Ag (0.6733, 1.3694, -0.0846)
C (-1.3125, 3.0115, 0.6727)
C (-0.9345, 2.9062, 2.0614)
C (-0.1435, 4.0330, 2.3740)
C (-0.0296, 4.8168, 1.2006)
C (-0.7517, 4.2046, 0.1370)
C (-0.9733, 4.7557, -1.2465)
C (0.7405, 6.0926, 1.0492)
C (0.4429, 4.3634, 3.7341)
C (-1.4785, 1.8890, 3.0299)
C (-2.3863, 2.1540, -0.0225)
H (-1.4349, 4.0093, -1.9053)
H (-0.0329, 5.1344, -1.6395)
H (-1.6383, 5.6529, -1.1988)
H (1.1938, 6.1492, 0.0386)
H (1.5055, 6.2058, 1.8379)
H (0.0810, 7.0049, 1.0627)
H (0.8975, 3.4823, 4.1946)
H (-0.3563, 4.7310, 4.4387)
H (1.2104, 5.1510, 3.6551)
H (-0.7000, 1.4189, 3.6755)
H (-1.9612, 1.0865, 2.4564)
H (-2.2293, 2.3373, 3.7128)
H (-2.2588, 2.1278, -1.1115)
H (-3.4009, 2.5120, 0.2188)
H (-2.2908, 1.1157, 0.3626)
F (-3.3415, -4.7223, 0.3601)
C (-3.1357, -4.6255, -0.9941)
C (-3.1236, -3.3871, -1.6168)
C (-2.5088, -3.3446, -2.8984)
F (-2.2404, -2.1476, -3.4619)
C (-2.1269, -4.5125, -3.5877)
F (-1.5313, -4.4943, -4.7867)
C (-2.3648, -5.7451, -2.9904)
F (-1.8600, -6.8445, -3.5866)
C (-2.8217, -5.8204, -1.6678)
F (-2.7670, -6.9944, -0.9925)
Ge (-3.4346, -1.6351, -0.5240)
S (-0.1189, -1.2950, -0.4691)
C (-4.2732, -2.1760, 1.2143)
C (-3.7649, -1.9525, 2.5088)
F (-2.5049, -1.4803, 2.7127)
C (-4.5293, -2.2367, 3.6442)
F (-4.0939, -2.0184, 4.8880)
C (-5.7708, -2.8186, 3.4706)
F (-6.5433, -3.0929, 4.5194)
C (-6.3147, -2.9949, 2.1965)
F (-7.5958, -3.3980, 2.1416)
C (-5.5359, -2.7257, 1.0872)
F (-6.0680, -2.9086, -0.1603)
C (-4.9848, -0.5489, -1.2720)
C (-5.5177, 0.5847, -0.6423)
F (-5.1919, 0.8814, 0.6428)
C (-6.5218, 1.3638, -1.2151)
F (-7.2685, 2.2924, -0.5847)
C (-6.9579, 1.0369, -2.4882)
F (-7.9226, 1.7987, -3.0587)
C (-6.4146, -0.0199, -3.1792)
F (-6.9570, -0.3103, -4.3823)
C (-5.4445, -0.8203, -2.5597)
F (-5.1148, -1.9714, -3.2170)
S (0.8051, -2.3350, -1.9431)
C (1.3257, -3.7822, -1.1503)
C (0.5297, -4.5726, -0.2920)
C (1.0606, -5.7756, 0.1999)
C (2.3366, -6.1600, -0.1210)
C (3.1760, -5.3409, -0.8792)
C (2.6789, -4.1186, -1.3567)
H (-0.4702, -4.2364, -0.0071)
H (0.4250, -6.4360, 0.8203)
H (2.6919, -7.1260, 0.2466)
H (4.2150, -5.6290, -1.1089)
H (3.2592, -3.4116, -1.9677)
C (3.0565, 3.5905, -1.1558)
C (3.8038, 2.8385, -0.0101)
C (5.3105, 2.8710, -0.4338)
C (3.6528, 3.5942, 1.3405)
P (3.0517, 1.1106, 0.0569)
C (3.7887, 0.3308, -1.3602)
C (3.1220, 0.3360, -2.6054)
C (3.7992, -0.0410, -3.7605)
C (5.1340, -0.4424, -3.7082)
C (5.7482, -0.5704, -2.4675)
C (5.0833, -0.1999, -1.2905)
C (3.5538, 0.0753, 1.5692)
C (3.5656, -1.4215, 1.1836)
C (2.3555, 0.3015, 2.5479)
C (4.8578, 0.4517, 2.3098)
H (3.5696, 4.5569, -1.3459)
H (2.0141, 3.7829, -0.8951)
H (2.9956, 2.9906, -2.0711)
H (5.6371, 3.9320, -0.3958)
H (5.3718, 2.5285, -1.4583)
H (5.9562, 2.3108, 0.2451)
H (3.8083, 4.6513, 1.1069)
H (4.4277, 3.2738, 2.0580)
H (2.6724, 3.5173, 1.8020)
H (2.0742, 0.6338, -2.6709)
H (3.2726, -0.0089, -4.7416)
H (5.7260, -0.6234, -4.6152)
H (6.7884, -0.9228, -2.4057)
H (5.6477, -0.2346, -0.3714)
H (2.6661, -1.7371, 0.6564)
H (3.6038, -2.0056, 2.1302)
H (4.4508, -1.7463, 0.6046)
H (1.4754, -0.2525, 2.1997)
H (2.0586, 1.3570, 2.6653)
H (2.6244, -0.0722, 3.5454)
H (5.7520, 0.2689, 1.6668)
H (4.8863, -0.2332, 3.1871)
H (4.8382, 1.5004, 2.6918)

Cartesian forces (eV/Å) of the 2 atoms listed first:
-0.926 -0.093 0.355
-0.015 -0.875 -0.457

The multiplicity is 1. The calculation puts the total energy at -182708.4543 eV. Its largest force on an atom is 2.62 eV/A. The HOMO-LUMO gap is 0.1650 hartree. The relative energy (zero: lowest compared OMol25 entry of this formula, charge and spin) comes out at 1.589 eV. The total charge is -2.

=====

Density functional theory data (ωB97M-V/def2-TZVPD) for C48H43AsCl3FeNO2P2S2 as an isolated structure in a non-equilibrium geometry.

Element x y z (Å)
Fe (0.2077, -0.0293, -0.0699)
S (0.0490, 0.0208, 2.1916)
C (1.5856, 0.0820, 2.9393)
C (1.5635, 0.5005, 4.2886)
C (2.7425, 0.6736, 4.9834)
C (3.9555, 0.4411, 4.3457)
C (3.9910, 0.0096, 3.0201)
C (2.8236, -0.1990, 2.3084)
As (2.8563, -0.9438, 0.5030)
C (4.5614, -0.1949, -0.0950)
C (5.5954, -1.0367, -0.4920)
C (6.8166, -0.5060, -0.8917)
C (7.0143, 0.8654, -0.8970)
C (5.9883, 1.7100, -0.4940)
C (4.7678, 1.1846, -0.0929)
C (3.4659, -2.7511, 0.8452)
C (3.4073, -3.6579, -0.2084)
C (3.8763, -4.9544, -0.0543)
C (4.4037, -5.3586, 1.1672)
C (4.4593, -4.4592, 2.2217)
C (3.9918, -3.1591, 2.0639)
H (0.6085, 0.7043, 4.7558)
H (2.7217, 0.9990, 6.0148)
H (4.8840, 0.5869, 4.8830)
H (4.9493, -0.1647, 2.5459)
H (5.4655, -2.1097, -0.4908)
H (7.6164, -1.1724, -1.1893)
H (7.9681, 1.2757, -1.2031)
H (6.1391, 2.7820, -0.4800)
H (3.9966, 1.8621, 0.2411)
H (2.9817, -3.3556, -1.1558)
H (3.8302, -5.6485, -0.8849)
H (4.7656, -6.3710, 1.2958)
H (4.8688, -4.7670, 3.1756)
H (4.0417, -2.4795, 2.9029)
C (1.9422, -5.4965, -4.9446)
S (0.5868, -4.6258, -5.7588)
C (-0.7757, -4.9444, -4.5956)
C (-1.1209, -3.7551, -3.6990)
C (0.0777, -3.4246, -2.8188)
N (-0.0161, -2.2203, -1.9647)
P (0.3889, -0.6060, -2.4658)
C (-0.6090, -0.3778, -3.9477)
C (-0.1834, -0.8106, -5.2012)
C (-1.0454, -0.7207, -6.2841)
C (-2.3144, -0.1766, -6.1232)
C (-2.7291, 0.2874, -4.8812)
C (-1.8745, 0.1887, -3.7930)
C (2.0926, -0.5159, -3.0809)
C (2.9747, -1.5709, -3.2847)
C (4.2620, -1.3371, -3.7477)
C (4.6886, -0.0425, -3.9976)
C (3.8137, 1.0198, -3.8096)
C (2.5221, 0.7846, -3.3607)
P (-1.1082, -1.9812, -0.7016)
C (-2.7365, -2.7219, -1.0033)
C (-3.7227, -1.9310, -1.5952)
C (-4.9842, -2.4505, -1.8510)
C (-5.2646, -3.7660, -1.5142)
C (-4.2892, -4.5586, -0.9192)
C (-3.0320, -4.0397, -0.6529)
C (-0.6513, -3.0377, 0.7265)
C (-1.3632, -2.8260, 1.9130)
C (-1.0565, -3.5520, 3.0511)
C (-0.0277, -4.4924, 3.0243)
C (0.6718, -4.7114, 1.8513)
C (0.3521, -3.9850, 0.7059)
H (2.7960, -5.4571, -5.6199)
H (1.6843, -6.5416, -4.7766)
H (2.2272, -5.0349, -3.9963)
H (-0.5040, -5.8216, -4.0032)
H (-1.6434, -5.2194, -5.1937)
H (-1.9999, -4.0024, -3.1012)
H (-1.3837, -2.8972, -4.3181)
H (0.9272, -3.2807, -3.4807)
H (0.3065, -4.2831, -2.1798)
H (0.8061, -1.2314, -5.3371)
H (-0.7250, -1.0809, -7.2534)
H (-2.9777, -0.0995, -6.9752)
H (-3.7091, 0.7314, -4.7638)
H (-2.1833, 0.5651, -2.8225)
H (2.6651, -2.5885, -3.1153)
H (4.9308, -2.1734, -3.9130)
H (5.6998, 0.1395, -4.3382)
H (4.1362, 2.0333, -4.0105)
H (1.8440, 1.6220, -3.2333)
H (-3.5074, -0.9022, -1.8540)
H (-5.7461, -1.8286, -2.3031)
H (-6.2489, -4.1747, -1.7048)
H (-4.5128, -5.5839, -0.6538)
H (-2.2858, -4.6660, -0.1829)
H (-2.1582, -2.0875, 1.9493)
H (-1.6135, -3.3817, 3.9639)
H (0.2185, -5.0542, 3.9162)
H (1.4650, -5.4477, 1.8129)
H (0.8842, -4.1803, -0.2103)
Cl (0.6096, 4.6410, -0.6600)
C (0.2786, 3.1531, 0.1835)
Cl (0.3702, 3.3941, 1.9295)
Cl (1.5742, 1.9538, -0.3039)
C (-1.1087, 2.5503, -0.1750)
O (-2.0135, 3.3393, -0.2854)
O (-1.1586, 1.2730, -0.2945)

Cartesian forces (eV/Å) of the 2 atoms listed first:
0.498 0.139 -1.159
-0.309 -0.086 -0.598

The expectation value of S² is 0.960. The multiplicity is 2. The calculation puts the total energy at -229095.4251 eV. Its largest force on an atom is 2.15 eV/A. The HOMO-LUMO gap (spin up / spin down) is 0.3120 / 0.2128 hartree. The relative energy (zero: lowest compared OMol25 entry of this formula, charge and spin) comes out at 0.000 eV. The total charge is +1.

=====

Density functional theory data (ωB97M-V/def2-TZVPD) for C48H43AsN3O3SSiZr as an isolated structure.

Element x y z (Å)
Zr (0.1925, 0.7728, -0.4295)
S (1.0686, 1.7390, 1.7443)
C (2.1328, 0.5443, 2.5493)
C (2.2426, 0.6371, 3.9374)
C (3.0669, -0.2348, 4.6285)
C (3.8054, -1.2010, 3.9529)
C (3.7035, -1.2955, 2.5755)
C (2.8529, -0.4416, 1.8779)
As (2.6922, -0.4407, -0.0332)
C (2.5966, -2.2851, -0.5810)
C (2.6266, -2.5935, -1.9391)
C (2.4212, -3.8976, -2.3659)
C (2.1667, -4.8983, -1.4399)
C (2.1163, -4.5945, -0.0880)
C (2.3290, -3.2917, 0.3424)
C (4.4401, 0.2054, -0.5271)
C (4.7989, 1.4755, -0.0799)
C (6.0610, 1.9721, -0.3626)
C (6.9639, 1.2081, -1.0918)
C (6.6074, -0.0568, -1.5296)
C (5.3435, -0.5654, -1.2475)
H (1.6855, 1.3975, 4.4679)
H (3.1453, -0.1538, 5.7048)
H (4.4588, -1.8681, 4.4981)
H (4.2908, -2.0373, 2.0463)
H (2.7859, -1.8201, -2.6799)
H (2.4482, -4.1248, -3.4234)
H (2.0019, -5.9146, -1.7728)
H (1.9116, -5.3708, 0.6376)
H (2.2854, -3.0707, 1.4012)
H (4.1023, 2.0748, 0.4976)
H (6.3409, 2.9555, -0.0088)
H (7.9486, 1.5992, -1.3101)
H (7.3140, -0.6590, -2.0853)
H (5.0917, -1.5642, -1.5764)
C (2.1371, 2.3619, -2.1498)
Si (1.3917, 1.1596, -3.3986)
C (0.2319, 2.0056, -4.5729)
C (2.7983, 0.3831, -4.3348)
N (0.5434, 0.0355, -2.3453)
C (-0.0911, -1.1772, -2.6146)
C (-0.3165, -1.7080, -3.8839)
C (-0.9167, -2.9495, -4.0450)
C (-1.3139, -3.6947, -2.9457)
C (-1.1353, -3.1824, -1.6650)
C (-0.5525, -1.9467, -1.5405)
O (-0.3586, -1.3317, -0.2511)
C (-1.2819, -1.6463, 0.8111)
C (-0.7193, -1.8083, 2.0553)
C (-1.5768, -2.0741, 3.1194)
C (-2.9386, -2.1901, 2.9016)
C (-3.4637, -2.0167, 1.6254)
C (-2.6353, -1.7287, 0.5539)
H (2.0136, 3.3908, -2.4945)
H (3.1975, 2.1463, -2.0242)
H (1.7352, 2.4210, -1.1207)
H (0.7152, 2.8791, -5.0173)
H (-0.6661, 2.3419, -4.0525)
H (-0.0708, 1.3502, -5.3914)
H (3.2467, 1.1298, -4.9959)
H (2.4955, -0.4591, -4.9590)
H (3.5853, 0.0480, -3.6540)
H (-0.0019, -1.1451, -4.7540)
H (-1.0724, -3.3361, -5.0431)
H (-1.7708, -4.6654, -3.0762)
H (-1.4425, -3.7408, -0.7918)
H (0.3503, -1.7236, 2.1988)
H (-1.1666, -2.1974, 4.1125)
H (-3.6015, -2.4024, 3.7287)
H (-4.5308, -2.0861, 1.4649)
H (-3.0336, -1.5759, -0.4394)
O (-0.6912, 2.5162, -1.3184)
C (-1.6878, 2.5349, -0.5097)
N (-2.5524, 3.5131, -0.3099)
C (-3.3153, 3.2369, 0.9219)
C (-2.7846, 1.8077, 1.2533)
O (-3.1696, 1.1190, 2.1525)
N (-1.8351, 1.4581, 0.2898)
C (-2.9123, 4.2580, 1.9805)
C (-3.1809, 5.5988, 1.7090)
C (-2.8277, 6.5838, 2.6124)
C (-2.2094, 6.2376, 3.8088)
C (-1.9538, 4.9069, 4.0878)
C (-2.3028, 3.9138, 3.1784)
C (-4.8154, 3.1901, 0.6954)
C (-5.6419, 2.9304, 1.7860)
C (-7.0140, 2.8785, 1.6163)
C (-7.5747, 3.0940, 0.3631)
C (-6.7555, 3.3593, -0.7204)
C (-5.3754, 3.4051, -0.5555)
H (-2.4073, 4.4343, -0.6917)
H (-3.7023, 5.8781, 0.7988)
H (-3.0445, 7.6211, 2.3951)
H (-1.9367, 7.0053, 4.5202)
H (-1.4798, 4.6277, 5.0194)
H (-2.0983, 2.8793, 3.4143)
H (-5.2077, 2.7704, 2.7641)
H (-7.6496, 2.6755, 2.4680)
H (-8.6484, 3.0587, 0.2361)
H (-7.1842, 3.5316, -1.6985)
H (-4.7458, 3.5974, -1.4142)

Cartesian forces (eV/Å) of the 2 atoms listed first:
0.346 0.537 0.013
0.025 -0.219 0.039

The multiplicity is 1. The calculation puts the total energy at -141919.7361 eV. Its largest force on an atom is 0.67 eV/A. The HOMO-LUMO gap is 0.2795 hartree. The total charge is +1.